(1)
{"formula": "C5H11N", "method": "wB97M-V/def2-TZVPD", "species": ["C", "C", "C", "N", "C", "C", "H", "H", "H", "H", "H", "H", "H", "H", "H", "H", "H"], "coordinates": [[-2.46571, -0.97708, -0.22155], [-0.99449, -1.01439, -0.06281], [-0.16858, -0.31558, -0.87525], [1.19092, -0.15117, -0.66349], [1.65330, 0.52218, 0.54042], [0.78218, 1.68144, 1.07340], [-2.71818, -1.58070, -1.10591], [-3.00934, -1.48304, 0.57243], [-2.84358, 0.03239, -0.36277], [-0.54097, -1.41871, 0.83926], [-0.44599, 0.02927, -1.87132], [1.69636, -0.10640, -1.54492], [2.70628, 0.76312, 0.40530], [1.64500, -0.23608, 1.33904], [1.33810, 2.60373, 1.21754], [0.42765, 1.40518, 2.06317], [-0.03318, 1.88674, 0.38944]], "total_charge": 1, "lumo_energy_ev": [-3.698, -7.252], "spin_multiplicity": 2}

---

(2)
{"formula": "C5H11N2", "method": "wB97M-V/def2-TZVPD", "species": ["C", "C", "C", "C", "C", "N", "N", "H", "H", "H", "H", "H", "H", "H", "H", "H", "H", "H"], "coordinates": [[-2.68035, -0.27614, 0.41988], [2.02536, -0.48010, -0.87895], [0.36316, 1.00538, 1.23958], [0.53620, -0.71306, -0.65240], [-0.08201, 0.60920, -0.11022], [-2.24578, -0.14197, -1.00622], [-1.52442, 0.39959, -0.16381], [-3.47926, 0.39566, 0.83586], [-2.45612, -1.23267, 0.85558], [2.39982, 0.40607, -1.42936], [2.47562, -0.61563, 0.02184], [2.52707, -1.27065, -1.48727], [0.30627, 0.18524, 1.97414], [-0.02875, 1.99173, 1.59300], [1.44814, 1.16248, 1.15646], [0.26581, -1.49956, 0.04814], [0.04217, -1.24336, -1.56194], [0.10708, 1.31782, -0.85429]], "total_charge": 1, "lumo_energy_ev": -6.329, "smiles": "CC[C@H](C)[N+]1=NC1"}

---

(3)
{"formula": "C5H11N2", "method": "wB97M-V/def2-TZVPD", "species": ["C", "C", "C", "C", "C", "N", "N", "H", "H", "H", "H", "H", "H", "H", "H", "H", "H", "H"], "coordinates": [[1.82865, 0.98059, 1.22305], [-1.23362, 2.16498, -0.24344], [0.86159, 1.86029, 0.94140], [-0.33788, -2.19664, 0.25467], [-0.02192, -0.92457, -1.73286], [-0.31653, -0.99851, -0.50869], [-0.35489, 1.35551, 0.19745], [2.73488, 1.42353, 1.59263], [1.77286, -0.07395, 0.93222], [-2.28339, 1.88540, -0.57555], [-1.17085, 3.14606, 0.04908], [0.73927, 2.97163, 1.27954], [-0.00345, -1.85102, 1.31324], [-1.27173, -2.59457, 0.43518], [0.26272, -3.06741, -0.20704], [-0.21633, -0.02558, -2.28965], [0.24324, -1.81101, -2.28207], [-0.41910, 0.18425, -0.04542]], "total_charge": 1, "lumo_energy_ev": -4.153}

---

(4)
{"formula": "C5H11N2", "method": "wB97M-V/def2-TZVPD", "species": ["C", "C", "C", "C", "C", "N", "N", "H", "H", "H", "H", "H", "H", "H", "H", "H", "H", "H"], "coordinates": [[1.19715, -1.52086, 0.14698], [-0.07659, -1.75764, -0.20786], [1.88661, 0.88556, 0.13253], [-1.46170, -0.36866, 1.00653], [-0.77181, 0.40339, -1.24446], [0.95224, -0.18199, 0.49831], [-0.40190, -0.34490, -0.03576], [2.00279, -2.22457, 0.28818], [-0.76514, -2.51083, -0.62164], [1.33849, 1.72352, 0.61037], [2.75302, 0.58779, 0.70443], [2.11715, 1.05329, -0.87294], [-1.55693, 0.60238, 1.43577], [-2.32431, -0.58203, 0.46860], [-1.16076, -1.06451, 1.68509], [-0.53760, 1.46331, -1.29720], [-0.46220, -0.04022, -2.28777], [-1.86842, 0.35818, -1.30553]], "total_charge": 1, "lumo_energy_ev": -2.866, "smiles": "CN1C=C[N+]1(C)C"}

---

(5)
{"formula": "C5H11N2", "method": "wB97M-V/def2-TZVPD", "species": ["C", "C", "C", "C", "C", "N", "N", "H", "H", "H", "H", "H", "H", "H", "H", "H", "H", "H"], "coordinates": [[1.27578, 2.71629, -0.42195], [1.16216, 1.73705, -1.25591], [0.97996, 0.79502, -2.08892], [-2.00258, -1.19997, 0.11297], [0.40041, -1.30142, 1.91952], [-0.70689, -0.59476, 0.02643], [0.35010, -0.55441, 0.72336], [1.26653, 2.70102, 0.59374], [1.67355, 3.65422, -0.70201], [0.16067, 0.51022, -2.68434], [-0.64528, -0.00836, -0.90605], [1.72590, 0.33206, -2.63344], [-2.54933, -0.86068, 1.00806], [-1.88055, -2.24340, 0.08791], [-2.60199, -0.85024, -0.69137], [-0.44967, -1.95013, 2.03582], [0.59131, -0.83840, 2.90973], [1.24994, -2.04412, 1.96646]], "total_charge": 1, "lumo_energy_ev": -5.809}

---

(6)
{"formula": "C5H11N2", "method": "wB97M-V/def2-TZVPD", "species": ["C", "C", "C", "C", "C", "N", "N", "H", "H", "H", "H", "H", "H", "H", "H", "H", "H", "H"], "coordinates": [[0.26509, -1.55560, 0.22776], [-1.40225, 0.40206, 0.87904], [-0.03784, -1.13315, -1.23424], [-0.12042, -0.41184, 1.12833], [0.14186, 0.89569, 0.37704], [0.88609, 1.98245, 0.58573], [0.32586, 0.39800, -1.25780], [-0.39758, -2.55982, 0.32868], [1.35452, -1.88974, 0.47021], [-2.12141, 0.19684, 0.15447], [-1.88706, 0.95639, 1.64533], [0.50214, -1.66915, -2.15690], [-1.12030, -1.30903, -1.59784], [0.19476, -0.52779, 2.21771], [0.52373, 2.92003, 0.81077], [1.88719, 1.86832, 0.74578], [1.33198, 0.58843, -1.31542], [-0.32637, 0.84793, -2.00865]], "total_charge": 1, "lumo_energy_ev": -3.108, "smiles": "N[C@]12C[C@H]1CC[NH2+]2"}